[1]
The following is a quantum chemistry calculation of C17H23BCl2N4NiO4S as an isolated structure, from OMol25.

Its energy is -4033.4008 Eh. The HOMO energy (spin up / spin down) comes out at -7.890 / -8.069 eV. As for the largest force on an atom: 0.111 eV Å⁻¹. Its spin multiplicity is 3. Its energy above the lowest of the compared OMol25 structures with the same formula, charge and spin is 0.00 kcal per mole.

The geometry in XYZ format:
```
53
Properties=species:S:1:pos:R:3:mulliken_charge:R:1
N -0.334 1.496 1.531 -0.356
C -1.387 0.638 1.427 0.862
N -1.404 0.112 0.180 -0.257
H -4.542 -1.189 1.580 0.452
B 2.122 0.001 -0.321 1.106
H 4.736 0.954 0.579 0.348
H -2.731 0.788 4.352 0.412
C 1.279 1.768 -3.221 0.046
H 4.235 -2.309 2.199 0.462
C -0.121 2.083 2.695 -0.003
C 4.255 -2.421 1.115 -1.782
H 3.321 -2.282 -2.741 0.498
H -6.786 -0.132 1.635 0.269
H -3.739 0.682 -2.167 0.458
Cl -0.035 0.596 -3.050 -0.060
S -2.421 -1.051 -0.327 1.338
C 3.991 -1.096 -1.090 1.501
O -2.433 -2.164 0.577 -0.738
C 5.309 -0.709 -1.732 -1.889
H 0.736 2.743 2.759 0.419
O -2.067 -1.256 -1.709 -0.763
C 3.482 -2.409 -1.670 -1.956
H -0.800 2.339 4.728 0.389
O 2.998 -0.086 -1.403 -0.216
H 3.500 -3.154 0.836 0.355
C 4.911 -0.015 1.048 -1.982
H 4.202 -3.216 -1.524 0.368
H -8.453 1.078 0.393 0.229
H 5.214 -0.751 -2.818 0.464
C -6.117 0.051 0.803 -0.704
N -2.252 0.377 2.405 -0.373
H 4.701 0.078 2.113 0.516
H 1.216 2.245 -4.190 0.411
C -0.961 1.862 3.774 -0.703
C 3.990 -1.078 0.463 1.606
C -5.654 1.118 -1.306 -0.735
C -4.015 -0.306 -0.290 -0.234
N -7.761 1.520 -0.190 -0.569
H 2.534 -2.696 -1.215 0.367
C -4.868 -0.541 0.778 -0.278
H -8.134 1.815 -1.077 0.230
C -6.526 0.887 -0.238 1.042
H 2.215 1.249 -3.045 -0.088
H 6.098 -1.404 -1.437 0.353
Ni 0.313 0.921 -0.408 -0.483
C -4.409 0.523 -1.332 -0.489
H 5.238 -2.800 0.828 0.340
H 5.609 0.299 -1.453 0.356
C -2.025 0.999 3.556 -0.129
O 2.633 -0.672 0.766 -0.878
Cl 1.142 3.035 -1.969 -0.153
H 5.962 -0.281 0.923 0.343
H -5.965 1.763 -2.120 0.278
```

[2]
The following is a quantum chemistry calculation of C17H23Br2N2O2RuSi2 as an isolated structure, from OMol25.

Its energy is -6743.3321 Eh. The HOMO energy (spin up / spin down) comes out at -6.759 / -6.405 eV. As for the largest force on an atom: 0.726 eV Å⁻¹. Its spin multiplicity is 2. Its energy above the lowest of the compared OMol25 structures with the same formula, charge and spin is 15.38 kcal per mole.

The geometry in XYZ format:
```
49
Properties=species:S:1:pos:R:3:mulliken_charge:R:1
C 0.611 -3.255 3.442 -0.825
C 1.470 2.729 -0.770 -1.058
H -1.342 -4.098 -2.045 0.389
Si 0.216 1.415 -1.157 0.349
C -1.857 0.787 4.281 -0.406
C 2.086 -3.180 -1.251 -1.202
H 1.359 -2.486 -4.220 0.295
C 1.052 1.295 -3.717 -0.578
C 0.815 -0.947 -2.819 0.601
H 2.351 -3.170 -0.195 0.308
C 1.473 0.803 -4.938 -0.819
H 1.493 3.474 -1.567 0.394
H 2.879 -2.663 -1.798 0.381
Br 1.101 -2.001 2.199 0.139
H -2.138 -0.245 4.130 0.488
H 2.078 -4.222 -1.580 0.290
C 1.265 -1.417 -4.061 -0.238
H 2.467 2.295 -0.685 0.328
C -0.838 2.808 3.390 -0.292
H -2.599 0.929 6.279 0.376
H 0.070 -4.330 -3.080 0.305
H -2.219 1.313 -1.521 0.316
C -1.107 3.457 4.583 -0.609
H -1.542 2.837 -2.103 0.431
H -0.834 4.497 4.699 0.386
H 1.931 -0.976 -6.049 0.408
Br -2.077 -3.587 0.571 -0.492
C -0.597 -3.581 -2.645 -1.267
H 0.987 -4.235 3.188 0.235
H 1.239 3.244 0.163 0.294
H 1.711 1.481 -5.748 0.386
Si 0.401 -2.361 -1.600 1.135
H -1.819 2.604 -0.376 0.361
Ru -0.558 -1.713 0.459 0.077
N -0.959 0.758 2.037 1.435
O 0.180 0.356 0.236 0.110
C -1.502 2.104 -1.295 -1.138
H -1.942 3.294 6.549 0.387
C -2.109 1.452 5.470 -0.542
H -0.353 3.315 2.569 0.384
H 0.981 2.373 -3.596 0.226
C -1.737 2.780 5.620 -0.461
O -1.714 -0.202 1.745 -0.765
C 1.590 -0.569 -5.106 -0.800
N 0.050 1.129 1.380 -0.738
C -1.217 1.482 3.272 0.229
C 0.725 0.443 -2.649 0.225
H -1.111 -3.075 -3.465 0.341
H -0.409 -3.141 3.776 0.223
```

What did the second record say?
The following is a quantum chemistry calculation of C17H23Br2N2O2RuSi2 as an isolated structure, from OMol25.

Its energy is -6743.3321 Eh. The HOMO energy (spin up / spin down) comes out at -6.759 / -6.405 eV. As for the largest force on an atom: 0.726 eV Å⁻¹. Its spin multiplicity is 2. Its energy above the lowest of the compared OMol25 structures with the same formula, charge and spin is 15.38 kcal per mole.

The geometry in XYZ format:
```
49
Properties=species:S:1:pos:R:3:mulliken_charge:R:1
C 0.611 -3.255 3.442 -0.825
C 1.470 2.729 -0.770 -1.058
H -1.342 -4.098 -2.045 0.389
Si 0.216 1.415 -1.157 0.349
C -1.857 0.787 4.281 -0.406
C 2.086 -3.180 -1.251 -1.202
H 1.359 -2.486 -4.220 0.295
C 1.052 1.295 -3.717 -0.578
C 0.815 -0.947 -2.819 0.601
H 2.351 -3.170 -0.195 0.308
C 1.473 0.803 -4.938 -0.819
H 1.493 3.474 -1.567 0.394
H 2.879 -2.663 -1.798 0.381
Br 1.101 -2.001 2.199 0.139
H -2.138 -0.245 4.130 0.488
H 2.078 -4.222 -1.580 0.290
C 1.265 -1.417 -4.061 -0.238
H 2.467 2.295 -0.685 0.328
C -0.838 2.808 3.390 -0.292
H -2.599 0.929 6.279 0.376
H 0.070 -4.330 -3.080 0.305
H -2.219 1.313 -1.521 0.316
C -1.107 3.457 4.583 -0.609
H -1.542 2.837 -2.103 0.431
H -0.834 4.497 4.699 0.386
H 1.931 -0.976 -6.049 0.408
Br -2.077 -3.587 0.571 -0.492
C -0.597 -3.581 -2.645 -1.267
H 0.987 -4.235 3.188 0.235
H 1.239 3.244 0.163 0.294
H 1.711 1.481 -5.748 0.386
Si 0.401 -2.361 -1.600 1.135
H -1.819 2.604 -0.376 0.361
Ru -0.558 -1.713 0.459 0.077
N -0.959 0.758 2.037 1.435
O 0.180 0.356 0.236 0.110
C -1.502 2.104 -1.295 -1.138
H -1.942 3.294 6.549 0.387
C -2.109 1.452 5.470 -0.542
H -0.353 3.315 2.569 0.384
H 0.981 2.373 -3.596 0.226
C -1.737 2.780 5.620 -0.461
O -1.714 -0.202 1.745 -0.765
C 1.590 -0.569 -5.106 -0.800
N 0.050 1.129 1.380 -0.738
C -1.217 1.482 3.272 0.229
C 0.725 0.443 -2.649 0.225
H -1.111 -3.075 -3.465 0.341
H -0.409 -3.141 3.776 0.223
```